C23H12BrN3O9Ru as an isolated structure, computed with wB97M-V/def2-TZVPD.

Structure (XYZ):
```
49
Properties=species:S:1:pos:R:3:mulliken_spin:R:1
C -1.014 -0.919 -0.496 -0.126
C 0.464 5.511 -1.758 0.000
O 0.975 -1.078 1.480 0.186
H -6.090 -2.190 -2.728 -0.001
O 4.764 -2.334 6.243 -0.002
O 0.877 0.751 -1.957 0.096
C -6.407 -1.459 -0.736 0.027
O 1.214 -1.918 -2.380 0.104
N 1.337 -3.063 -1.838 0.002
H 0.767 4.516 -4.990 0.000
C -5.813 -0.969 0.426 -0.014
C 3.356 -1.143 1.894 -0.094
H 0.651 -1.750 3.883 -0.007
C 4.014 -1.765 4.140 -0.052
C 0.549 5.575 -3.140 0.001
O 6.237 -1.915 4.736 -0.011
C 1.991 -1.284 2.309 0.234
N -8.980 -1.712 -0.861 0.010
N 5.081 -2.023 5.108 -0.001
H 0.471 4.180 -0.066 0.004
C -3.641 -1.182 -0.603 -0.048
H -3.627 -1.940 -2.607 0.000
H -6.431 -0.699 1.271 -0.001
H 0.345 6.415 -1.178 0.000
H 0.890 2.295 -3.859 0.002
C -7.837 -1.600 -0.806 -0.005
C -4.440 -0.833 0.490 0.031
C 0.702 4.437 -3.914 0.000
C -2.222 -1.035 -0.539 0.171
H 2.463 -2.170 5.566 0.017
H -3.967 -0.455 1.386 0.000
C 2.691 -1.890 4.550 0.194
Ru 0.982 -0.729 -0.441 3.211
O 1.287 -3.071 -0.574 0.103
O 0.692 1.703 0.018 0.071
C -4.247 -1.672 -1.764 0.030
C 4.356 -1.408 2.856 0.144
Br 0.452 7.268 -3.994 0.000
C 0.685 3.119 -1.901 0.009
C -5.620 -1.810 -1.831 -0.014
O 1.475 -4.067 -2.491 0.015
C 0.754 1.792 -1.217 -0.004
H 4.782 -0.758 0.334 0.029
O 2.904 -0.443 -0.392 0.222
C 0.533 4.272 -1.142 0.003
C 1.694 -1.652 3.616 -0.070
C 0.770 3.204 -3.285 0.008
C 3.730 -0.775 0.599 0.518
H 5.399 -1.327 2.585 0.009
```

Output
**Multiplicity**: 6
**Net charge**: -1
**Gap between HOMO and LUMO (alpha / beta)**: 0.20629 / 0.23400 Ha
**Lowest unoccupied orbital energy (alpha / beta)**: 1.847 / -0.023 eV
**<S²>**: 8.81
**HOMO energy (alpha / beta)**: -3.77 / -6.39 eV

C23H14AuCl2F6N5O7S2 as an isolated structure, computed with wB97M-V/def2-TZVPD.

Structure (XYZ):
```
60
Properties=species:S:1:pos:R:3:mulliken_spin:R:1
O -3.469 2.542 -2.134 0.000
F -1.315 3.009 3.177 0.000
C -2.438 1.506 -5.135 0.000
N -2.536 4.061 -0.303 0.001
S -1.516 3.250 0.568 0.008
O -0.351 4.019 0.875 0.000
C -0.824 -1.161 2.580 0.095
C -1.871 -2.237 4.489 0.279
C -1.526 0.981 -7.705 0.000
O 2.251 -0.186 -0.038 0.283
C -4.806 4.646 -1.420 0.000
H 3.153 2.897 -0.840 0.000
Cl -3.389 -4.023 1.298 0.056
C -2.482 -2.997 2.301 0.219
C 0.629 0.530 4.167 -0.017
Au 0.111 -0.173 -0.087 0.449
H 1.213 1.228 4.751 0.001
H 1.684 2.459 0.073 0.006
H 1.814 2.024 -1.623 0.003
F -4.233 5.293 -2.428 0.000
C -0.807 0.527 -2.900 -0.002
F -3.200 3.861 2.544 0.000
O -1.523 -1.927 0.448 0.315
C -2.598 -3.081 3.674 -0.101
C 2.390 2.137 -0.699 -0.027
N 0.024 -0.277 2.019 0.068
N 0.112 -0.049 -2.151 0.111
H 1.906 -1.150 -2.589 0.003
O -4.524 2.518 0.099 0.000
C -3.465 2.146 -8.663 0.000
C 1.043 -0.636 -2.983 0.002
F -5.008 5.487 -0.415 0.000
C -1.261 0.799 -5.331 0.002
C -0.802 0.539 -6.614 -0.001
C 0.732 0.545 2.776 0.025
C -2.288 2.950 2.250 -0.001
N -4.063 2.512 -9.574 0.000
N -0.505 0.333 -4.205 0.001
O -1.336 1.891 0.086 0.000
H 1.137 -0.701 -5.179 0.001
H -0.318 -0.404 5.836 0.007
H -3.266 -3.810 4.110 0.000
C -2.710 1.686 -7.518 0.000
H -2.802 1.735 -4.143 0.000
C -0.216 -0.368 4.760 0.043
C -1.607 -2.031 1.668 0.116
H -1.638 1.112 -2.523 -0.015
C -3.158 1.948 -6.228 0.000
F -2.830 1.735 2.337 0.000
S -3.771 3.227 -0.900 0.001
H 1.394 1.229 2.260 -0.005
H -1.173 0.780 -8.706 0.000
F -5.973 4.152 -1.821 0.000
Cl -2.054 -2.384 6.181 0.056
H 0.118 -0.001 -6.782 0.000
C 0.666 -0.411 -4.259 0.001
H -4.075 2.502 -6.077 0.000
O 4.255 0.678 -0.315 0.036
C -0.964 -1.249 3.961 -0.017
C 3.052 0.827 -0.343 -0.002
```

Output
**Multiplicity**: 3
**Net charge**: 0
**Gap between HOMO and LUMO (alpha / beta)**: 0.26762 / 0.21626 Ha
**Lowest unoccupied orbital energy (alpha / beta)**: -1.698 / -3.496 eV
**<S²>**: 2.04
**HOMO energy (alpha / beta)**: -8.98 / -9.38 eV

C23H15BCrF4N7O5Se as an isolated structure, computed with wB97M-V/def2-TZVPD.

Structure (XYZ):
```
57
Properties=species:S:1:pos:R:3:mulliken_spin:R:1
C -3.055 -1.801 2.126 0.001
H 4.870 -1.144 1.572 0.000
H -0.607 4.140 -3.209 0.000
C 4.324 -0.460 0.940 0.000
C 1.466 3.969 -2.690 -0.001
C -2.195 -0.753 -1.880 0.000
C -4.091 -1.954 1.203 -0.001
H 1.622 -4.139 -2.962 0.000
C 1.029 -4.209 -0.915 0.000
N 0.715 -2.000 -0.849 -0.027
C 2.399 3.188 -2.011 0.000
N 1.320 -3.648 -2.137 0.000
C 2.951 -0.627 0.785 -0.001
C 3.825 3.497 -1.912 0.000
O -0.466 -1.523 3.582 0.006
H 2.425 -1.409 1.309 0.001
N 4.387 4.527 -2.486 0.000
O -1.015 -0.201 -1.854 -0.005
O -2.867 -0.980 -2.861 0.009
C 0.650 -3.176 -0.124 0.013
H 0.351 -3.192 0.907 0.000
H -1.221 2.005 -2.108 0.000
O 0.391 -0.727 1.662 -0.003
C 2.826 1.192 -0.589 -0.007
H 0.644 -1.573 -4.002 0.000
F -1.342 3.702 0.809 0.000
F 0.147 2.775 2.287 0.000
O -5.266 -2.429 1.663 0.000
C -2.649 -1.143 -0.498 0.002
C -0.204 2.362 -2.090 0.000
H 1.786 4.882 -3.174 0.000
N -1.682 -0.976 0.389 -0.023
N 0.676 1.605 -1.446 -0.021
C -0.577 -1.164 2.438 0.001
C 1.117 -2.316 -2.062 0.000
C 1.942 2.034 -1.388 0.004
C 1.358 -1.391 -3.198 0.006
C -3.882 -1.640 -0.140 0.002
Se 6.125 4.465 -2.102 0.000
H -5.914 -2.468 0.946 0.000
C 0.154 3.554 -2.716 -0.001
H -3.174 -2.061 3.168 0.000
N 5.972 2.969 -1.147 0.000
H 1.110 -5.262 -0.726 0.000
C 4.953 0.593 0.311 -0.002
H -4.643 -1.767 -0.899 0.000
H 6.014 0.774 0.415 0.000
F -2.086 2.236 2.418 0.000
B -1.040 2.625 1.619 -0.002
H 1.220 -0.364 -2.873 0.001
N 2.208 0.183 0.031 -0.020
C 4.712 2.628 -1.164 0.000
H 2.369 -1.525 -3.585 0.000
Cr 0.048 -0.143 -0.152 1.056
C -1.859 -1.310 1.661 0.001
F -0.832 1.479 0.653 0.006
C 4.186 1.448 -0.474 0.003
```

Output
**Multiplicity**: 2
**Net charge**: 0
**Gap between HOMO and LUMO (alpha / beta)**: 0.29899 / 0.27952 Ha
**Lowest unoccupied orbital energy (alpha / beta)**: -1.070 / -1.070 eV
**<S²>**: 0.76
**HOMO energy (alpha / beta)**: -9.21 / -8.68 eV

A 4-piece molecular cluster, C23H15BrO9 overall, computed with wB97M-V/def2-TZVPD.

Structure (XYZ):
```
48
Properties=species:S:1:pos:R:3:nbo_charge:R:1
C 5.239 -5.283 6.362 -0.237
O -4.523 4.853 -5.942 -0.500
C -1.267 2.470 -4.387 -0.220
H 0.033 0.769 -1.618 0.245
C -2.085 3.411 -2.273 0.491
C -5.710 3.805 -4.200 -0.243
C -0.474 1.467 -3.632 0.476
H 5.897 -6.441 8.010 0.232
O 2.867 -0.114 0.733 -0.486
O 4.776 -5.025 9.869 -0.482
C -2.011 3.374 -3.755 -0.249
C 3.478 -1.273 1.310 0.137
H -8.149 2.473 -7.001 0.233
C -6.414 3.633 -6.633 -0.224
H -1.202 2.422 -5.467 0.231
H 7.079 -1.198 0.514 0.245
C 4.904 -1.309 1.120 -0.095
H 3.256 -2.408 6.588 0.231
H -1.359 2.451 -0.440 0.241
C 1.532 -0.423 0.633 0.976
H -2.595 4.118 -4.285 0.243
C -0.547 1.507 -2.150 -0.225
O -2.778 4.231 -1.706 -0.506
H 5.708 -5.876 5.587 0.233
O 4.377 -3.824 4.727 -0.493
H -5.006 4.201 -3.477 0.245
O 1.367 -1.766 0.650 -0.478
C 4.468 -4.100 5.903 0.480
C -1.294 2.409 -1.520 -0.236
O 0.207 0.644 -4.207 -0.496
C -7.444 2.870 -6.281 -0.230
Br 3.038 -1.225 3.231 0.038
C 5.340 -5.584 7.653 -0.217
C 2.674 -2.343 0.594 -0.103
C -7.690 2.513 -4.860 0.474
H 2.758 -3.313 1.074 0.229
C 3.914 -3.566 8.234 -0.217
C 4.685 -4.750 8.692 0.472
H -6.215 3.906 -7.662 0.231
C -5.465 4.159 -5.620 0.480
C 3.813 -3.266 6.943 -0.236
H 2.963 -2.378 -0.456 0.209
C 6.056 -1.250 0.800 -0.108
O -8.630 1.818 -4.540 -0.484
O 0.662 0.374 0.541 -0.561
C -6.740 3.040 -3.848 -0.216
H -6.937 2.768 -2.819 0.234
H 3.446 -2.973 9.009 0.233
```

Output
**Multiplicity**: 1
**Net charge**: 0
**Gap between HOMO and LUMO**: 0.30742 Ha
**Lowest unoccupied orbital energy**: -1.647 eV
**HOMO energy**: -10.01 eV

C23H15CdO6P as an isolated structure, computed with wB97M-V/def2-TZVPD.

Structure (XYZ):
```
46
Properties=species:S:1:pos:R:3:nbo_charge:R:1
C 0.001 2.478 -3.571 0.449
C -2.241 -0.406 1.642 -0.157
O -0.002 -3.552 -3.508 -0.321
H -0.545 2.414 5.333 0.247
O 0.000 0.002 -7.147 -0.335
C 2.256 -1.072 -0.766 -0.187
O -3.603 0.018 -3.535 -0.346
H -3.828 -1.068 2.849 0.246
H 4.069 -0.657 2.682 0.245
H 2.197 1.817 2.029 0.235
C -1.602 -0.435 0.389 -0.462
H 1.602 -0.382 2.491 0.238
C 3.584 -0.894 1.739 -0.202
C -0.002 -0.007 -5.970 0.421
C -0.337 2.305 4.255 -0.142
C 2.481 0.071 -3.720 0.433
C -1.350 2.604 3.312 -0.242
C -2.476 0.057 -3.693 0.432
H -1.690 -1.154 -1.645 0.141
H 4.013 -2.063 -1.475 0.227
C -3.375 -1.831 -0.488 -0.226
C 1.172 1.867 2.423 -0.134
H -3.748 -2.400 -1.319 0.226
H -1.944 2.448 1.206 0.234
C -3.414 -1.107 1.846 -0.193
O 0.035 0.721 -1.270 -1.276
C 3.559 -1.546 -0.609 -0.211
C -3.992 -1.787 0.764 -0.152
C 0.105 1.750 1.478 -0.455
H 5.273 -1.783 0.721 0.248
H -1.798 0.179 2.439 0.239
H -4.906 -2.386 0.939 0.246
C -2.214 -1.115 -0.687 -0.109
H 1.724 -1.201 -1.718 0.156
C 2.224 -0.630 1.611 -0.150
C 1.612 -0.519 0.351 -0.410
P 0.007 0.364 0.265 1.904
O 3.609 0.029 -3.560 -0.348
C 4.248 -1.408 0.618 -0.159
O 0.001 3.611 -3.510 -0.356
C -1.124 2.316 1.938 -0.157
Cd 0.000 -0.011 -3.558 1.470
H 1.777 1.780 4.540 0.251
H -2.308 3.082 3.628 0.252
C -0.001 -2.433 -3.555 0.425
C 0.951 1.939 3.817 -0.236
```

Output
**Multiplicity**: 1
**Net charge**: +2
**Gap between HOMO and LUMO**: 0.25330 Ha
**Lowest unoccupied orbital energy**: -7.197 eV
**HOMO energy**: -14.09 eV

A 18-piece molecular cluster, C23H15Cl68FNOP overall, computed with wB97M-V/def2-TZVPD.

Structure (XYZ):
```
110
Properties=species:S:1:pos:R:3:lowdin_charge:R:1
Cl -1.368 2.391 3.401 0.514
Cl 2.786 5.280 9.824 0.522
C 5.259 3.415 4.990 -1.960
C 1.784 -2.852 -1.135 -0.240
Cl 4.772 -8.525 -5.919 0.526
C -5.541 2.190 4.154 -2.012
Cl 2.648 7.469 3.466 0.509
C 4.359 7.938 3.305 -1.983
Cl 6.629 0.160 0.424 0.513
Cl -5.591 3.971 4.113 0.512
Cl 5.393 2.149 6.236 0.510
Cl 1.952 -8.907 -6.526 0.495
F -2.591 -0.829 -0.125 -0.121
Cl 1.219 -1.673 7.676 0.501
Cl 4.695 -0.823 -1.514 0.546
C 0.370 0.569 0.380 -0.326
Cl 5.928 1.786 -1.884 0.502
H 1.669 -2.028 -1.992 0.043
Cl -3.968 1.156 -3.443 0.499
H -1.344 -3.712 0.898 0.114
H 1.000 1.032 1.277 -0.061
Cl 1.894 3.270 7.919 0.459
Cl 4.632 9.485 4.146 0.517
H -1.490 0.334 -2.115 0.079
Cl 4.863 2.666 3.423 0.481
Cl -6.371 1.152 -1.135 0.498
Cl 4.765 8.121 1.580 0.504
Cl -1.020 -10.817 -8.528 0.508
Cl 1.318 -9.565 -9.724 0.455
H -0.657 1.142 0.301 0.052
H 0.948 0.612 -0.635 0.027
C -6.014 6.052 -5.716 -2.005
C 1.619 -2.192 0.343 -0.449
Cl -4.754 5.553 -4.560 0.496
Cl -4.684 1.587 2.713 0.486
C -0.903 -0.584 -2.539 -0.167
Cl -7.131 3.958 -1.017 0.506
H -4.089 -2.906 -0.218 0.075
Cl -10.382 3.935 1.050 0.489
Cl -9.114 1.941 -1.697 0.507
Cl 2.960 -4.687 2.245 0.512
Cl 4.500 -7.127 1.877 0.516
C 3.459 -8.114 -7.052 -1.972
Cl 0.331 -12.096 -10.765 0.513
C 5.312 0.626 -0.680 -1.977
Cl 3.688 6.190 -4.066 0.516
Cl -0.196 -2.398 10.113 0.519
C 5.259 -2.250 3.682 -1.982
Cl 6.808 4.286 4.858 0.504
P -0.026 -1.312 0.719 0.982
Cl 4.327 2.839 9.455 0.504
Cl -6.997 2.594 -3.584 0.481
C -0.141 -10.533 -10.052 -1.998
C -1.996 -3.264 0.024 -0.204
Cl -6.140 4.841 -7.017 0.493
Cl -1.668 -1.347 7.834 0.509
Cl -1.193 -9.654 -11.190 0.511
Cl 1.652 -3.299 -6.617 0.516
Cl 5.514 7.270 -2.075 0.504
C 0.159 2.484 4.315 -1.955
H 2.869 -3.314 -1.319 0.054
C -0.141 -1.254 8.748 -2.008
Cl 0.080 0.401 9.369 0.475
C -11.414 5.195 0.326 -2.010
H -1.208 -0.740 -3.683 0.023
Cl -5.586 7.633 -6.416 0.519
Cl 3.994 1.381 0.252 0.491
Cl 0.806 -5.733 -5.266 0.486
C -3.089 1.440 -4.966 -1.971
H -1.959 -3.978 -0.905 0.129
Cl -11.009 5.377 -1.399 0.499
C 4.959 5.784 -2.885 -2.003
Cl -2.616 -0.123 -5.679 0.545
Cl -1.629 2.408 -4.638 0.530
Cl 0.380 4.139 4.936 0.504
H 2.477 -1.368 0.450 0.018
C 1.411 -4.074 -5.030 -1.968
Cl 0.104 1.339 5.680 0.498
Cl 2.962 -4.127 -4.153 0.532
Cl 3.971 4.560 5.443 0.454
Cl 3.887 -8.678 -8.687 0.488
H 0.273 -0.382 -2.577 0.095
Cl -7.203 1.550 4.168 0.512
C -7.403 2.411 -1.858 -1.986
C 2.686 3.532 9.494 -1.984
Cl -4.141 2.319 -6.104 0.488
Cl 2.067 -6.697 0.340 0.524
Cl -13.126 4.725 0.488 0.512
Cl 4.303 4.655 -1.672 0.483
H 1.904 -3.023 1.152 -0.024
Cl 5.391 6.679 4.028 0.452
Cl 1.909 -7.228 3.197 0.526
Cl 1.519 2.065 3.243 0.532
O -1.149 -1.865 -1.875 -0.267
Cl -4.686 1.654 5.622 0.508
Cl 4.207 -1.371 2.543 0.506
C 2.859 -6.435 1.915 -1.973
Cl 3.225 -6.348 -7.075 0.483
Cl 1.736 2.739 10.776 0.496
Cl 4.380 -2.534 5.205 0.519
Cl 0.226 -3.138 -4.086 0.607
H 1.016 -3.713 -1.347 0.063
Cl 6.330 5.019 -3.728 0.508
H -3.528 -2.676 1.411 0.073
C -1.447 -1.759 -0.456 -0.526
Cl -7.578 6.180 -4.872 0.506
Cl -11.142 6.741 1.168 0.511
Cl 5.731 -3.813 2.968 0.487
N -3.432 -3.224 0.529 -0.037
Cl 6.718 -1.282 4.009 0.516
```

Output
**Multiplicity**: 1
**Net charge**: 0
**Gap between HOMO and LUMO**: 0.29450 Ha
**Lowest unoccupied orbital energy**: -0.168 eV
**HOMO energy**: -8.18 eV

Values for calculated total energy, eV, ordered as above
-119560.9327; -112571.5500; -150087.3324; -112558.5409; -50214.2324; -891153.4800